Molecular formula: C13H23F5InNO2P2
Method: DFT, wB97M-V/def2-TZVPD

XYZ file:
```
47
C13H23F5InNO2P2, DFT wB97M-V/def2-TZVPD
In -0.548 0.941 0.801
P 0.281 2.037 -1.453
C 0.881 0.609 -2.361
C 1.347 -0.597 -1.589
N 0.866 -0.721 -0.344
C 1.022 -1.937 0.226
C 1.876 -2.893 -0.314
C 2.503 -2.650 -1.548
C 2.226 -1.477 -2.224
C 0.309 -2.258 1.534
P -1.292 -1.318 1.738
H 2.628 -1.221 -3.198
H 2.034 -3.784 0.249
H 3.179 -3.362 -1.979
H 0.040 -3.321 1.604
H 0.944 -2.000 2.414
H -0.051 0.247 -2.775
H 1.601 0.954 -3.110
H -1.948 -0.187 -2.479
O -1.311 -0.537 -3.173
H -1.387 -0.128 -4.100
H -2.172 1.093 0.070
O -2.519 0.168 -1.256
H -3.464 0.107 -1.451
C -2.466 -2.296 0.713
H -2.407 -3.331 1.029
H -3.445 -1.875 0.893
H -2.208 -2.161 -0.329
C -1.738 -1.527 3.465
H -2.694 -1.040 3.619
H -1.818 -2.577 3.713
H -1.003 -1.051 4.112
C 1.636 3.179 -1.223
H 2.009 3.547 -2.179
H 1.310 4.053 -0.636
H 2.466 2.725 -0.666
C -0.994 2.922 -2.376
H -1.239 3.851 -1.836
H -0.616 3.176 -3.381
H -1.894 2.289 -2.444
F 0.900 3.271 2.132
C 1.017 1.910 2.198
F 2.294 1.609 1.762
C 0.979 1.507 3.698
F 1.852 2.184 4.442
F -0.262 1.687 4.218
F 1.277 0.182 3.795
```

Properties
Total energy: -2085.8721 a.u.
E_HOMO (alpha / beta): -0.5781 / -0.5780 Ha
LUMO (alpha / beta): -10.390 / -10.030 eV
Total charge: +2
Energy relative to the best compared isomer or geometry (same formula, charge and spin): 372.2 kJ/mol
M: 497.09 Da

Löwdin population analysis, charges in e, atoms 1 to 8: number 1, In, carries 0.827; number 2, P, carries 0.904; number 3, C, carries -0.250; number 4, C, carries -0.279; number 5, N, carries 0.065; number 6, C, carries -0.291; number 7, C, carries 0.026; number 8, C, carries 0.023